1.
The following is a DFT calculation (the ωB97M-V functional and the def2-TZVPD basis) of a molecular structure, C9H26BF4O5V2.

Positions of all 47 atoms, in Å:
C: -1.804 -4.158 -2.476
H: 2.653 4.150 2.035
C: -1.142 1.806 -1.888
H: -0.810 0.879 -3.804
H: 0.533 -1.728 -3.434
H: -1.053 -1.077 -1.614
C: -1.588 1.435 -3.285
O: -1.986 0.156 4.054
C: -0.850 -2.986 -2.261
C: 2.991 3.274 1.472
O: -0.572 0.603 -1.285
H: 0.205 -3.303 -4.121
H: 3.776 0.724 1.350
H: -2.518 0.870 -3.226
C: -0.249 -2.476 -3.565
C: 2.739 0.825 1.024
F: 0.711 -0.633 4.149
H: -1.051 -2.089 -4.198
H: 4.027 3.096 1.767
H: -1.819 -0.350 4.854
H: -1.936 2.644 -0.017
O: -0.816 0.196 1.615
H: -0.193 -0.142 0.970
H: -1.759 2.330 -3.887
H: -2.839 3.070 -1.461
B: 1.454 -1.836 3.878
H: -0.269 2.466 -1.912
C: -2.278 2.266 -0.984
V: -2.625 -0.685 2.263
H: 2.621 2.063 3.572
H: 1.144 2.261 1.154
O: 1.857 1.795 3.046
V: -0.148 1.050 3.478
F: 2.800 -1.561 3.926
F: 1.022 -2.236 2.593
H: 2.177 -0.068 1.302
H: -0.821 0.620 -0.360
H: 2.823 0.879 -0.063
H: -2.479 -3.880 -3.284
O: -1.554 -1.918 -1.625
H: -1.203 -5.031 -2.721
H: -0.021 -3.275 -1.601
H: -2.973 1.447 -0.780
H: 2.992 3.589 0.427
F: 1.078 -2.782 4.834
C: 2.104 2.073 1.645
H: -2.354 -4.354 -1.558

multiplicity	7
charge	+1
gap between HOMO and LUMO (alpha / beta)	6.6 / 6.7	eV
⟨S²⟩	12.010
E	-82913.2005	eV

=====

2.
The following is a DFT calculation (the ωB97M-V functional and the def2-TZVPD basis) of a molecular structure, C9H26CeN6O6P2S.

Positions of all 51 atoms, in Å:
H: -2.442 -3.529 -0.689
P: 1.465 1.261 -2.972
O: 4.634 -1.543 -1.669
H: -3.414 -2.126 1.051
C: -2.576 0.524 1.360
N: 3.779 2.528 0.302
C: 3.101 0.406 -2.807
C: -2.625 -1.703 0.414
H: -3.116 0.836 -0.713
H: -2.079 1.094 2.150
O: 2.769 -0.356 -0.201
H: -0.137 0.283 3.118
H: 4.141 2.144 -3.159
C: -1.460 -1.292 2.485
H: 2.340 -2.644 -2.476
C: -1.789 -2.814 -0.180
O: 0.366 0.224 -2.632
H: -0.976 2.565 0.281
H: 1.654 3.032 -1.631
Ce: 0.612 -0.065 -0.439
N: -1.820 -0.727 1.168
O: 2.101 -1.940 -1.861
N: -0.772 -2.259 -1.089
H: -3.320 2.231 0.314
H: 4.060 2.201 -0.663
N: 4.106 1.430 -2.432
S: 1.479 2.226 1.871
H: 0.053 -1.219 3.996
H: -0.098 -2.966 -1.369
N: -1.321 1.809 -0.309
N: 0.931 -1.154 2.045
H: -3.586 0.306 1.735
C: -2.661 1.380 0.116
H: 2.585 -0.887 -4.528
H: 1.070 -2.162 2.036
H: 3.476 0.573 -4.925
H: -1.267 -3.373 0.599
O: 1.371 2.111 -1.592
H: 4.312 -0.800 -4.143
H: 1.826 -0.764 2.334
P: 3.318 -0.921 -1.536
H: -1.426 -2.381 2.402
C: 3.385 -0.227 -4.190
O: 1.445 2.123 -4.152
H: -1.357 2.197 -1.250
C: -0.129 -0.804 3.000
H: -2.254 -1.075 3.212
H: -1.207 -1.962 -1.965
C: 2.821 2.442 0.970
H: 5.028 0.990 -2.437
H: -3.142 -1.182 -0.395

multiplicity	2
charge	+1
gap between HOMO and LUMO (alpha / beta)	9.3 / 10.2	eV
energy relative to the best compared isomer or geometry (same formula, charge and spin)	28.0	kcal/mol
⟨S²⟩	0.751
E	-73327.1747	eV

=====

3.
The following is a DFT calculation (the ωB97M-V functional and the def2-TZVPD basis) of a single C9H27BO3Si3 molecule.

Positions of all 43 atoms, in Å:
H: -3.846 -0.841 1.962
C: 0.090 -3.257 1.470
H: -4.064 -0.291 -0.749
C: 2.786 0.797 -1.672
Si: 0.536 -2.735 -0.292
H: 1.950 0.447 -2.272
H: 0.863 3.422 -1.981
H: 3.578 1.144 1.313
H: -0.716 -4.045 -1.900
C: -0.864 -3.063 -1.474
H: 1.484 4.325 -0.587
H: 1.968 -4.540 -1.103
C: -3.516 0.118 2.307
H: -2.829 -0.011 3.160
H: 3.299 -0.061 -1.180
O: 0.615 1.299 0.146
H: -0.409 -2.439 1.996
H: 4.070 2.758 0.834
H: 2.849 -3.204 -0.196
C: -3.579 0.675 -0.682
H: 2.729 2.558 1.982
H: -4.358 1.430 -0.669
H: -1.421 2.814 0.206
C: 3.229 2.151 1.088
H: -1.407 2.565 1.982
Si: 2.060 1.913 -0.363
H: -0.794 -2.291 -2.241
H: -4.349 0.767 2.554
O: -1.226 -0.174 0.654
H: 0.958 -3.576 2.039
H: 2.588 3.744 -1.830
C: -2.011 2.527 1.077
H: 3.451 1.351 -2.353
Si: -2.569 0.780 0.844
O: 0.808 -1.093 -0.349
C: 2.109 -3.485 -0.953
H: 2.379 -2.948 -1.872
H: -2.834 3.225 1.143
H: -0.614 -4.056 1.498
H: -2.927 0.823 -1.524
B: 0.045 0.023 0.118
C: 1.669 3.515 -1.267
H: -1.779 -3.061 -0.862

multiplicity	1
gap between HOMO and LUMO	10.6	eV
SMILES	C[Si](C)(C)OB(O[Si](C)(C)C)O[Si](C)(C)C
E	-40233.4488	eV

=====

4.
The following is a DFT calculation (the ωB97M-V functional and the def2-TZVPD basis) of a molecular structure, C9H27CeClIN2OP2.

Positions of all 44 atoms, in Å:
N: -2.274 -0.335 2.771
P: 0.140 2.813 -0.882
H: -0.801 -0.064 4.527
H: 1.379 1.366 4.244
H: 2.176 -2.790 0.700
H: 1.950 2.951 -2.466
H: -1.251 4.829 -0.772
H: 0.422 -3.810 -2.780
C: -0.675 -0.048 -3.456
C: -1.419 -3.779 -0.191
H: 0.731 3.364 1.410
H: 1.977 -3.327 -2.014
H: 1.728 -0.303 4.331
H: -2.876 -0.463 1.970
H: -1.843 -3.414 0.756
C: 1.172 0.422 3.726
H: 1.181 4.551 -2.235
Ce: -0.016 -0.031 -0.911
H: 1.283 4.635 0.269
H: -1.844 3.520 0.293
C: -0.981 -0.047 2.559
H: -0.979 0.830 -4.042
Cl: 2.447 -0.122 -1.816
H: -2.149 -3.597 -0.995
O: -0.522 0.080 1.373
P: 0.105 -2.853 -0.566
C: 1.178 3.552 0.425
H: -1.206 -4.854 -0.111
H: 0.755 -2.872 1.801
C: 1.186 -3.252 0.862
H: -0.845 -0.985 -3.997
C: 1.001 -3.814 -1.844
H: 2.170 3.083 0.390
H: 1.589 0.456 2.709
C: -1.414 3.749 -0.691
I: -2.757 -0.114 -1.864
H: 0.389 3.300 -3.250
N: -0.251 0.113 3.672
H: 1.306 -4.347 0.921
H: -2.591 -0.492 3.715
H: -2.125 3.419 -1.458
H: 1.149 -4.843 -1.484
C: 0.994 3.479 -2.354
H: 0.410 0.044 -3.245

multiplicity	1
charge	+3
gap between HOMO and LUMO (alpha / beta)	6.2 / 6.2	eV
energy relative to the best compared isomer or geometry (same formula, charge and spin)	32.5	kcal/mol
E	-66902.1533	eV